1.
The following is a DFT calculation (ωB97M-V/def2-TZVPD) of 2 unconnected molecules or ions with the total composition C4H7NOS.

Summary:
Kohn-Sham gap in eV: 8.0
Relative energy (zero: lowest compared OMol25 entry of this formula, charge and spin) in kcal per mole: 62.32
SMILES: N#CC=O.CSC

```
14
Properties=species:S:1:pos:R:3:forces:R:3
N -2.40317 -2.92190 1.56105 -2.13 -0.92 -1.16
C -1.43709 -2.56841 2.02427 1.58 0.85 0.47
C -0.29636 -2.01879 2.70966 2.39 1.58 0.88
O -0.12149 -2.26964 3.87751 -0.13 0.00 -0.64
H 0.46306 -1.27452 2.18136 -1.72 -1.50 0.41
C -0.22609 0.89357 -2.55260 -1.57 -0.12 0.35
S -0.59467 1.15401 -0.75481 0.20 1.27 -0.79
C 1.09488 1.66807 -0.20522 -1.11 -3.16 2.15
H 0.36518 0.01504 -2.48189 0.41 -1.00 -0.73
H -1.20175 0.72957 -3.10172 1.13 -0.08 0.79
H 0.32518 1.63816 -3.11457 0.04 0.58 0.48
H 1.64527 0.67690 -0.45927 -0.02 2.23 0.53
H 1.44243 2.57804 -0.67760 0.16 -0.04 0.17
H 0.94462 1.69990 0.99381 0.77 0.30 -2.90
```
Forces are in eV/Å.

***

2.
The following is a DFT calculation (ωB97M-V/def2-TZVPD) of a gas-phase ion, C2H5N2 (charge +1).

Summary:
Total charge: +1
Kohn-Sham gap in eV: 12.4
Relative energy (zero: lowest compared OMol25 entry of this formula, charge and spin) in kcal per mole: 64.26
SMILES: N1[C@@H]2[NH2+][C@H]12

```
9
Properties=species:S:1:pos:R:3:forces:R:3
N 1.25983 0.26884 -0.29184 2.16 0.34 -3.87
C 0.53966 -0.73326 0.27833 -0.29 -3.85 -0.15
N -0.97265 -0.04885 -0.15847 0.94 0.28 -1.69
C 0.22011 0.56553 0.55043 -3.68 2.43 1.48
H 1.27129 0.44347 -1.36846 -0.17 -0.22 2.40
H 0.65067 -1.84262 0.48353 -0.20 1.77 0.03
H -1.81492 -0.19854 0.40484 0.21 -0.05 -0.29
H -1.10059 0.23124 -1.18325 0.03 -0.60 1.84
H -0.05339 1.31419 1.28488 0.99 -0.11 0.27
```
Forces are in eV/Å.

***

no.,E_HOMO (eV),LUMO level (eV),F_max (eV/A)
1,-8.75,-0.7012,4.0
2,-16.34,-3.8965,4.6